Density functional theory data (the ωB97M-V functional and the def2-TZVPD basis) for a 7-piece molecular cluster, H14O7 overall.

```
21
Properties=species:S:1:pos:R:3:mulliken_spin:R:1
O 0.55 -0.32 -0.07 0.169
H 0.13 -0.22 0.79 -0.003
H -0.18 -0.36 -0.69 -0.004
O -2.07 0.17 -1.33 0.001
H -2.09 1.11 -1.46 0.000
H -2.60 -0.19 -2.04 0.000
O -0.31 -0.06 2.55 0.020
H -1.17 0.27 2.83 -0.001
H 0.32 0.48 3.02 0.000
O 2.99 1.17 -1.02 0.658
H 2.08 0.95 -0.82 -0.020
H 3.48 0.92 -0.23 -0.016
O 2.37 -2.13 2.46 0.135
H 2.06 -3.04 2.47 -0.004
H 1.95 -1.75 1.69 -0.006
O 0.97 1.09 -3.53 0.075
H 0.49 0.34 -3.17 -0.002
H 0.59 1.24 -4.39 -0.002
O -3.11 -0.20 1.21 0.001
H -2.57 0.16 0.51 0.000
H -3.88 0.38 1.23 0.000
```

Summary:
ΔE to the lowest compared entry with this formula, charge and spin (kJ/mol): 109.0
Spin multiplicity: 2
Charge: +1
Total energy (eV): -14548.87836
HOMO level (alpha / beta) (eV): -14.33 / -14.31
LUMO level (alpha / beta) (eV): -3.372 / -11.298